# 1
17
Properties=species:S:1:pos:R:3:nbo_charge:R:1 method="wB97M-V/def2-TZVPD" s_squared=1.139 spin_multiplicity=2 e_lumo_ev="-14.56 / -14.13" charge=+2
O -0.8014 -1.4119 -0.5086 -0.425
C 0.3962 -0.6469 -1.1398 0.450
C -0.3486 0.8750 -0.8902 -0.109
N 0.4207 1.4623 0.4543 -0.098
C -0.2304 0.7671 1.6089 -0.492
C 0.2536 -0.5888 2.0272 -0.646
O 0.8461 -0.5439 -2.3237 -0.232
H 1.0686 -0.2336 0.1626 0.379
H -2.6215 0.1745 -0.9880 0.598
H -1.4614 1.0711 -0.6106 0.137
H -0.7559 1.0334 2.4958 0.489
H 0.0180 1.3489 -1.7972 0.318
H 0.0263 1.5456 2.3952 0.411
H -1.3340 0.7849 1.4910 0.333
H 1.2436 -0.6896 1.6568 0.258
H 0.4360 -0.5522 3.1821 0.307
H -0.3472 -1.5109 1.8542 0.324

***

# 2
17
Properties=species:S:1:pos:R:3:nbo_charge:R:1 method="wB97M-V/def2-TZVPD" s_squared=0.758 spin_multiplicity=2 e_lumo_ev="-10.65 / -14.72" charge=+2
O -0.3537 -2.5424 -1.3849 -0.009
C 0.4003 -1.6630 -1.5293 0.436
C 0.2064 -0.2485 -0.9173 -0.074
C 0.9293 -0.1526 0.4429 -0.464
C 0.4918 0.8773 1.5952 -0.047
O -0.6951 1.6517 1.3717 -0.711
N -1.3006 0.1086 -0.8830 -0.711
H 1.3600 -1.8418 -2.0218 0.337
H 0.5059 0.5337 -1.6445 0.300
H 1.9042 0.1768 0.1994 0.282
H 0.9793 -1.1309 0.8741 0.259
H 1.2792 1.5556 1.7510 0.233
H 0.4024 0.2706 2.5036 0.226
H -1.1673 1.7402 2.1618 0.523
H -1.3900 0.8297 -0.0559 0.510
H -1.6144 0.4558 -1.7834 0.462
H -1.9376 -0.6207 -0.6795 0.447

***

| no. | E (eV) |
| --- | --- |
| 1 | -9855.60962 |
| 2 | -9872.76305 |